Record 1
6
Properties=species:S:1:pos:R:3:forces:R:3:mulliken_charge:R:1 method="wB97M-V/def2-TZVPD" charge=-3
Be -0.0213 -0.0384 0.3743 0.2 0.2 -2.2 0.30
Cl 1.5722 -1.5128 0.7108 0.1 -0.3 0.7 -0.62
Cl -1.4902 1.5901 0.3407 -1.1 0.2 0.9 -0.62
Cl 1.4807 1.6536 0.4861 1.0 0.4 0.6 -0.68
Cl -0.0010 -0.0290 -1.8904 0.7 0.3 -1.2 -0.73
Cl -1.5406 -1.6634 -0.0215 -0.9 -0.8 1.2 -0.66

Record 2
38
Properties=species:S:1:pos:R:3:forces:R:3:mulliken_charge:R:1 method="wB97M-V/def2-TZVPD" charge=+1
Rh 0.6095 -0.2965 -1.6026 0.4 -0.8 2.8 0.60
O 2.5697 -0.2348 -1.3209 0.3 0.2 -1.5 -0.69
C 3.3070 -0.6189 -0.3236 -0.1 0.4 0.1 0.87
C 4.7097 -0.4980 -0.4250 0.0 0.2 -0.1 -0.61
C 5.5169 -0.8521 0.6211 -0.1 -0.1 0.1 -0.45
C 4.9720 -1.3519 1.8269 0.2 0.1 -0.1 -0.67
C 3.6254 -1.4940 1.9373 -0.2 -0.1 0.0 -0.86
C 2.7585 -1.1249 0.8685 0.2 -0.2 0.3 0.55
C 1.3775 -1.3007 1.0402 -0.1 0.1 0.1 -0.04
N 0.4125 -0.9224 0.2437 -0.2 -0.3 -1.1 0.54
N -0.8750 -1.0978 0.6489 0.0 0.4 1.0 -0.97
C -1.7146 -1.0457 -0.3361 0.1 -0.3 0.2 0.98
O -1.2686 -0.9778 -1.5498 -0.3 0.9 -1.5 -0.93
C -3.1630 -1.0435 -0.0702 0.0 -0.1 -0.2 0.50
C -3.6446 -0.9884 1.2368 0.0 0.0 0.0 -0.26
C -5.0051 -0.8754 1.4616 0.0 0.0 0.0 -0.64
C -5.8859 -0.8271 0.3884 0.0 0.0 0.0 -0.36
C -5.4112 -0.9283 -0.9115 0.0 0.0 0.0 -0.63
C -4.0497 -1.0358 -1.1434 0.0 0.0 0.0 -0.40
H 5.1092 -0.1052 -1.3502 0.0 0.0 0.0 0.47
H 6.5899 -0.7542 0.5201 0.0 0.0 0.0 0.39
H 5.6220 -1.6181 2.6478 0.0 0.0 0.0 0.43
H 3.1921 -1.8869 2.8492 0.0 0.0 0.0 0.37
H 1.0481 -1.8062 1.9425 -0.2 0.1 0.0 0.48
H -2.9447 -1.0233 2.0599 0.0 0.0 0.0 0.41
H -5.3822 -0.8221 2.4740 0.0 0.0 0.0 0.39
H -6.9461 -0.7041 0.5665 0.0 -0.1 0.0 0.40
H -6.1025 -0.9172 -1.7432 0.0 0.0 0.0 0.40
H -3.6642 -1.1066 -2.1512 0.0 0.0 0.0 0.39
I -0.5625 5.6725 -2.2027 0.0 0.0 0.0 0.22
C 0.1453 3.8672 -1.5290 0.0 0.0 0.0 -0.69
C 1.0144 3.6447 -0.4805 -0.1 0.0 -0.1 0.00
N 1.2006 2.3189 -0.3941 0.1 0.1 0.1 0.04
N 0.4978 1.6786 -1.3343 -0.1 -0.6 -0.1 0.11
C -0.1530 2.6002 -2.0369 -0.1 0.1 0.0 -0.48
H 1.4994 4.3355 0.1881 0.0 0.0 0.0 0.49
H 1.7902 1.8077 0.2441 0.0 0.0 0.0 0.13
H -0.7948 2.3327 -2.8602 0.0 -0.1 0.0 0.52

Asked for relative energy (zero: lowest compared OMol25 entry of this formula, charge and spin) across the records above, the calculation gives 21.34; 14.40 kcal/mol in order.
Asked for E across the records above, the calculation gives -2315.75228; -1433.07011 Ha in order.
Asked for Kohn-Sham gap across the records above, the calculation gives 5.5; 6.0 eV in order.